This record from the Open Molecules 2025 dataset describes C34H25BrF4N6O4RuS as an isolated structure. The level of theory is ωB97M-V/def2-TZVPD.

Geometry as XYZ:
```
76
Properties=species:S:1:pos:R:3:lowdin_spin:R:1
Ru -0.71577 1.54086 0.06960 2.40
C -2.20283 1.44820 5.63911 0.00
C -1.05388 0.67375 5.01377 0.00
N -1.49935 -0.29931 4.01050 0.01
C -1.90312 -1.63009 4.50227 0.00
C -3.41071 -1.82880 4.52344 0.00
C -1.57227 -0.02708 2.71319 0.01
S -1.24043 1.64477 2.25987 0.09
N -1.91676 -1.04280 1.91968 0.02
C -2.28365 -0.97961 0.64824 0.02
O -2.27364 0.03896 -0.11512 0.13
C -2.69880 -2.26480 0.02423 0.01
C -2.98745 -2.30219 -1.33964 0.00
C -3.34331 -3.49549 -1.94355 0.00
C -3.41331 -4.65979 -1.19018 0.00
C -3.12943 -4.62936 0.16853 0.00
C -2.77337 -3.43704 0.77582 0.00
H -1.81004 2.17589 6.34822 0.00
H -2.88080 0.78725 6.17754 0.00
H -2.77150 1.98491 4.87960 0.00
H -0.51277 0.10972 5.77302 0.00
H -0.33371 1.34600 4.55074 0.00
H -1.49450 -1.71805 5.50750 0.00
H -1.42178 -2.37996 3.87738 0.00
H -3.90064 -1.09359 5.16019 0.00
H -3.63915 -2.81917 4.91751 0.00
H -3.82739 -1.75726 3.52042 0.00
H -2.92376 -1.39190 -1.91975 0.00
H -3.56603 -3.52105 -3.00182 0.00
H -3.68838 -5.59296 -1.66345 0.00
H -3.18495 -5.53702 0.75412 0.00
H -2.54184 -3.40244 1.83029 0.00
F 2.09539 3.20972 -1.55578 0.01
C 3.20497 2.55749 -1.89985 0.05
C 4.38702 2.93189 -1.30339 0.05
F 4.34310 3.92347 -0.43030 0.01
C 5.59266 2.27827 -1.58940 0.07
C 5.52928 1.24148 -2.53032 0.05
C 4.34248 0.87284 -3.13303 0.05
F 4.35599 -0.13443 -3.99155 0.01
C 3.13542 1.50815 -2.82265 0.08
C 1.87722 1.03667 -3.36080 0.33
C 0.67376 1.30421 -2.68517 0.05
N -0.29877 1.49815 -2.09253 0.16
C 1.75008 0.20521 -4.48844 0.03
N 1.57657 -0.48254 -5.39872 0.20
F 6.61767 0.57022 -2.86994 0.01
C 6.84088 2.65527 -0.94166 0.35
C 8.06765 2.03143 -1.23691 0.04
N 9.09303 1.53653 -1.42670 0.20
C 6.91308 3.67672 0.02443 0.04
N 7.01496 4.48822 0.83879 0.20
Br 4.51109 -3.67780 -2.84696 0.00
C 2.93341 -2.89149 -2.17568 0.00
C 1.69569 -3.41754 -2.52558 0.00
C 0.54098 -2.83478 -2.02414 0.00
C 0.61725 -1.72639 -1.19488 0.00
C 1.85897 -1.20179 -0.85995 0.01
C 3.02407 -1.79418 -1.34096 0.00
C 2.02157 0.01124 -0.00870 0.02
O 3.10550 0.45699 0.28878 0.02
O 0.90094 0.60246 0.38667 0.19
H 1.64087 -4.27498 -3.18155 0.00
H -0.42481 -3.25071 -2.28064 0.00
H -0.28826 -1.27625 -0.81183 0.00
H 3.98478 -1.39845 -1.04140 0.00
C -3.79051 2.19193 -1.67595 0.00
C -3.12661 3.26368 -0.88894 0.01
C -3.73658 4.62253 -0.86526 0.00
O -2.08904 3.07663 -0.24786 0.05
H -4.28480 2.61375 -2.54978 0.00
H -4.56937 1.76068 -1.03809 0.00
H -3.10189 1.39700 -1.94546 0.00
H -4.82040 4.57176 -0.94917 0.00
H -3.36827 5.15983 -1.74459 0.00
H -3.43170 5.16641 0.02451 0.00
```

Maximum force (eV Å⁻¹): 0.4
LUMO (alpha / beta) (eV): -3.783 / -6.564
Energy above the lowest of the compared OMol25 structures with the same formula, charge and spin (kJ/mol): 0.00
Charge: +1
Kohn-Sham gap (alpha / beta) (eV): 7.3358 / 4.9528
HOMO (alpha / beta) (Ha): -0.409 / -0.423
Spin multiplicity: 6
<S²>: 8.81